# 1
A single C22H24N4O6 molecule. Source: OMol25; level of theory: ωB97M-V with the def2-TZVPD basis set.

E_HOMO = -8.86 eV
SMILES = COCCNC(=O)CCCn1c(=O)c2ccccc2n(Cc2cccc([N+](=O)[O-])c2)c1=O
total energy = -41448.396 eV

Geometry as ORCA input:
```
! RIJCOSX wB97M-V def2-TZVPD def2/J DEFGRID3
* xyz 0 1
C 0.902 2.174 6.398
O 1.397 1.798 5.138
C 1.052 0.489 4.737
C -0.371 0.405 4.170
N -0.488 1.254 3.007
C -0.664 0.787 1.759
O -0.913 -0.380 1.509
C -0.532 1.835 0.669
C 0.951 2.057 0.343
C 1.154 2.636 -1.060
N 0.620 1.731 -2.071
C -0.561 2.073 -2.708
O -1.089 3.151 -2.526
C -1.103 1.033 -3.582
C -2.273 1.303 -4.290
C -2.849 0.338 -5.086
C -2.250 -0.913 -5.167
C -1.094 -1.197 -4.471
C -0.490 -0.226 -3.666
N 0.691 -0.441 -2.984
C 1.293 -1.767 -2.850
C 0.691 -2.452 -1.646
C -0.334 -3.384 -1.760
C -0.934 -3.922 -0.632
C -0.533 -3.526 0.629
C 0.495 -2.600 0.741
N 0.915 -2.157 2.043
O 1.785 -1.313 2.102
O 0.401 -2.668 3.014
C 1.116 -2.073 -0.380
C 1.307 0.549 -2.243
O 2.404 0.382 -1.752
H 1.318 3.158 6.610
H -0.192 2.239 6.413
H 1.223 1.470 7.175
H 1.158 -0.215 5.572
H 1.764 0.222 3.952
H -1.103 0.721 4.921
H -0.593 -0.620 3.872
H -0.152 2.197 3.135
H -1.055 1.451 -0.208
H -1.004 2.771 0.969
H 1.485 1.108 0.410
H 1.400 2.739 1.067
H 0.620 3.581 -1.175
H 2.220 2.778 -1.249
H -2.704 2.287 -4.187
H -3.752 0.547 -5.636
H -2.691 -1.680 -5.786
H -0.663 -2.178 -4.572
H 2.362 -1.606 -2.691
H 1.151 -2.339 -3.764
H -0.672 -3.697 -2.737
H -1.729 -4.644 -0.742
H -1.002 -3.908 1.522
H 1.918 -1.362 -0.257
*
```


# 2
A molecular structure, C6H14N2. Source: OMol25; level of theory: ωB97M-V with the def2-TZVPD basis set.

E_HOMO = -6.25 eV
total energy = -9425.548 eV

Geometry as ORCA input:
```
! RIJCOSX wB97M-V def2-TZVPD def2/J DEFGRID3
* xyz 0 1
C -1.962 -0.736 0.862
C -1.138 -0.023 -0.183
N -0.121 -0.947 -0.806
C -1.743 0.848 -1.059
H 0.197 -0.541 -1.684
H -0.497 -1.877 -1.027
H -1.346 -1.256 1.598
H -2.575 -0.011 1.397
H -2.633 -1.466 0.393
H -2.686 1.316 -0.812
H -1.227 1.213 -1.939
C 2.432 -0.596 -0.346
N 0.845 1.839 0.225
C 0.486 0.613 0.873
C 1.124 -0.603 0.405
H 0.010 2.268 -0.187
H 1.286 2.511 0.839
H 0.206 0.642 1.924
H 1.024 -1.446 1.085
H 2.599 -1.524 -0.899
H 2.469 0.256 -1.026
H 3.251 -0.479 0.367
*
```


# 3
2 unconnected molecules or ions with the total composition C2H4O4. Source: OMol25; level of theory: ωB97M-V with the def2-TZVPD basis set.

E_HOMO = -10.89 eV
SMILES = O=CO.O=CO
total energy = -10328.496 eV

Geometry as ORCA input:
```
! RIJCOSX wB97M-V def2-TZVPD def2/J DEFGRID3
* xyz 0 1
O 5.268 1.448 -0.889
C 4.489 0.626 -0.400
O 4.551 0.327 0.940
H 3.673 0.066 -0.897
H 5.277 0.717 1.500
O -3.636 0.070 0.556
C -4.474 -0.806 0.326
O -5.373 -0.731 -0.695
H -4.558 -1.807 0.795
H -5.216 0.090 -1.236
*
```


# 4
2 unconnected molecules or ions with the total composition C3H8O2. Source: OMol25; level of theory: ωB97M-V with the def2-TZVPD basis set.

E_HOMO = -8.63 eV
SMILES = C=C(C)O.O
total energy = -7334.731 eV

Geometry as ORCA input:
```
! RIJCOSX wB97M-V def2-TZVPD def2/J DEFGRID3
* xyz 0 1
C 1.117 -0.196 1.010
C 0.786 0.080 -0.254
C 1.787 0.634 -1.243
O -0.418 -0.217 -0.834
H 2.162 -0.245 1.240
H 0.395 -0.418 1.786
H 1.187 1.097 -2.021
H 2.422 1.393 -0.824
H 2.245 -0.228 -1.731
H -1.114 -0.086 -0.178
O -3.449 -0.677 0.649
H -3.520 -1.327 1.352
H -3.601 0.191 1.048
*
```


# 5
A molecular structure, C28H44FeGeN3O4S3Si3. Source: OMol25; level of theory: ωB97M-V with the def2-TZVPD basis set.

E_HOMO (alpha / beta) = -1.55 / -1.84 eV
total energy = -189457.901 eV

Geometry as ORCA input:
```
! RIJCOSX wB97M-V def2-TZVPD def2/J DEFGRID3
* xyz -2 6
Fe 0.261 0.462 0.062
C -1.515 2.061 0.767
C -0.549 2.921 0.211
C -0.474 2.657 -1.168
C -1.377 1.616 -1.466
C -2.026 1.245 -0.273
H -1.813 2.032 1.801
H 0.068 3.616 0.757
H 0.221 3.116 -1.852
H -1.543 1.169 -2.434
H -2.786 0.488 -0.180
S 2.040 1.259 1.563
C 3.471 0.763 0.707
C 4.651 0.569 1.495
N 5.598 0.409 2.133
C 3.518 0.585 -0.646
S 2.158 0.815 -1.689
C 4.755 0.224 -1.276
N 5.739 -0.036 -1.819
C 2.238 2.190 -6.050
C 1.412 0.949 -5.868
C 0.453 0.901 -4.858
C -0.255 -0.257 -4.609
C -0.016 -1.384 -5.384
C 0.922 -1.359 -6.400
C 1.627 -0.186 -6.641
S -0.879 -2.879 -4.989
O -2.290 -2.634 -5.103
O -0.269 -3.937 -5.752
N -0.567 -3.152 -3.416
C 0.848 -3.316 -3.048
C 0.978 -3.316 -1.535
C 0.624 -1.986 -0.889
O 1.348 -1.549 0.022
O -0.395 -1.345 -1.289
H 1.607 3.073 -6.152
H 2.880 2.116 -6.928
H 2.868 2.338 -5.171
H 0.299 1.765 -4.225
H -0.953 -0.300 -3.784
H 1.108 -2.257 -6.972
H 2.378 -0.165 -7.423
H -1.003 -2.451 -2.805
H 1.468 -2.517 -3.473
H 1.192 -4.268 -3.453
H 2.004 -3.556 -1.254
H 0.324 -4.085 -1.117
C -1.564 0.061 5.741
Si -0.342 0.547 4.366
C 1.376 0.337 5.123
C -0.609 2.410 4.145
Ge -0.595 -0.664 2.310
Si -2.932 -1.250 2.354
C -4.099 0.232 2.589
C -3.524 -2.455 3.702
C -3.418 -2.101 0.726
Si 0.376 -2.760 2.942
C 0.094 -3.262 4.758
C -0.428 -4.153 1.929
C 2.247 -2.850 2.743
H -1.268 0.561 6.669
H -1.581 -1.013 5.923
H -2.581 0.375 5.498
H 1.413 0.779 6.123
H 2.128 0.814 4.495
H 1.649 -0.715 5.209
H -0.404 2.943 5.078
H -1.639 2.629 3.854
H 0.052 2.805 3.372
H -3.858 0.781 3.501
H -5.126 -0.135 2.681
H -4.063 0.938 1.760
H -3.497 -1.996 4.691
H -2.923 -3.364 3.737
H -4.557 -2.747 3.488
H -2.785 -1.778 -0.101
H -4.460 -1.896 0.464
H -3.302 -3.183 0.816
H -0.962 -3.350 5.011
H 0.542 -2.545 5.446
H 0.568 -4.233 4.934
H -1.334 -4.505 2.429
H 0.247 -5.005 1.811
H -0.722 -3.807 0.940
H 2.744 -2.205 3.470
H 2.551 -2.522 1.752
H 2.593 -3.876 2.906
*
```


# 6
2 unconnected molecules or ions with the total composition C5H8NOS. Source: OMol25; level of theory: ωB97M-V with the def2-TZVPD basis set.

E_HOMO = -13.53 eV
total energy = -19679.059 eV

Geometry as ORCA input:
```
! RIJCOSX wB97M-V def2-TZVPD def2/J DEFGRID3
* xyz 1 1
C 0.793 -1.469 0.325
C 0.986 -0.705 1.559
C -0.200 -1.120 -0.485
C 0.301 0.474 1.752
C -0.811 0.156 -0.281
N -0.629 0.833 0.780
O 0.553 1.177 -1.536
S -2.353 0.670 -1.134
H 1.102 -2.454 0.340
H 1.784 -0.967 2.159
H -0.238 -1.704 -1.316
H 0.292 1.104 2.567
H -1.117 1.706 0.985
H 0.226 1.159 -2.387
H 1.506 1.277 -1.272
H -2.194 -0.136 -2.055
*
```


# 7
A molecular structure, C6H11AlB3F4O4S. Source: OMol25; level of theory: ωB97M-V with the def2-TZVPD basis set.

E_HOMO = -20.38 eV
total energy = -44889.100 eV

Geometry as ORCA input:
```
! RIJCOSX wB97M-V def2-TZVPD def2/J DEFGRID3
* xyz 3 1
F -3.452 -0.558 -0.034
C -3.400 0.185 -1.262
C -2.500 -0.486 -2.401
B -1.198 -1.269 -1.849
O -1.282 -2.589 -1.199
B -0.756 -2.405 0.136
S -1.825 -2.830 1.611
O 0.572 -1.852 0.296
B 0.943 -1.004 -0.815
C 2.401 -0.224 -0.680
C 2.025 1.296 -0.223
O 2.765 1.594 0.964
C 2.080 2.605 1.739
C 1.058 1.951 2.829
F -0.241 1.793 2.308
F 1.528 0.641 3.132
F 0.982 2.746 3.987
O 0.170 -0.752 -1.990
H -3.077 1.274 -1.078
H -4.484 0.221 -1.664
H -2.258 0.335 -3.175
H -3.149 -1.258 -2.953
H -1.270 -3.866 2.353
H 3.000 -0.257 -1.650
H 3.016 -0.745 0.139
H 2.215 2.011 -1.103
H 0.897 1.373 0.046
H 1.547 3.373 1.067
H 2.896 3.122 2.373
Al 0.795 -4.424 -0.904
*
```


# 8
8 unconnected molecules or ions with the total composition C41H79Cl11N4O4. Source: OMol25; level of theory: ωB97M-V with the def2-TZVPD basis set.

E_HOMO (alpha / beta) = -8.79 / -9.73 eV
total energy = -195685.694 eV

Geometry as ORCA input:
```
! RIJCOSX wB97M-V def2-TZVPD def2/J DEFGRID3
* xyz 0 5
C -25.680 -38.556 -5.755
C -24.361 -37.763 -5.666
C -23.345 -38.790 -5.090
C -21.932 -38.198 -5.178
C -21.612 -37.967 -6.667
C -22.559 -36.865 -7.253
N -23.959 -37.271 -7.014
O -24.915 -36.517 -7.699
C -22.124 -35.496 -6.786
C -22.248 -36.919 -8.780
C -24.435 -36.567 -4.708
H -25.914 -39.153 -4.872
H -25.794 -39.298 -6.549
H -26.558 -37.952 -5.990
H -23.652 -38.949 -4.054
H -23.500 -39.797 -5.478
H -21.152 -38.808 -4.716
H -21.724 -37.306 -4.584
H -21.858 -38.899 -7.179
H -20.542 -37.771 -6.712
H -21.388 -35.555 -5.983
H -21.648 -34.915 -7.578
H -22.941 -34.828 -6.507
H -22.680 -36.102 -9.354
H -21.189 -37.081 -8.977
H -22.732 -37.828 -9.146
H -23.473 -36.089 -4.532
H -24.794 -36.920 -3.739
H -25.183 -35.834 -5.011
C -15.215 -32.064 -8.359
C -16.313 -31.347 -7.552
C -15.760 -29.949 -7.117
C -16.747 -28.909 -6.642
C -17.868 -28.837 -7.710
C -18.537 -30.173 -7.986
N -17.548 -31.205 -8.375
O -18.091 -32.403 -8.836
C -19.428 -30.434 -6.740
C -19.354 -29.747 -9.248
C -16.619 -32.039 -6.211
H -15.242 -31.735 -9.401
H -15.444 -33.129 -8.412
H -14.157 -31.931 -8.138
H -14.947 -30.102 -6.408
H -15.347 -29.470 -8.010
H -16.389 -27.885 -6.540
H -17.117 -29.237 -5.668
H -17.401 -28.396 -8.592
H -18.596 -28.124 -7.322
H -19.933 -31.400 -6.774
H -18.954 -30.405 -5.758
H -20.149 -29.622 -6.630
H -18.755 -29.685 -10.154
H -20.112 -30.516 -9.415
H -20.014 -28.890 -9.114
H -17.516 -32.654 -6.283
H -16.820 -31.350 -5.391
H -15.735 -32.619 -5.945
C -29.360 -32.753 -6.000
C -28.883 -33.576 -7.220
C -29.277 -35.072 -6.952
C -29.050 -35.942 -8.227
C -29.993 -35.447 -9.293
C -29.635 -33.983 -9.690
N -29.481 -33.097 -8.494
O -29.029 -31.766 -8.744
C -28.399 -34.028 -10.564
C -30.830 -33.520 -10.553
C -27.343 -33.608 -7.146
H -28.694 -31.913 -5.795
H -29.477 -33.320 -5.077
H -30.293 -32.212 -6.166
H -28.602 -35.544 -6.238
H -30.303 -35.292 -6.654
H -29.390 -36.910 -7.855
H -28.001 -35.936 -8.519
H -30.972 -35.385 -8.815
H -29.976 -36.155 -10.120
H -28.631 -34.475 -11.532
H -28.072 -33.053 -10.936
H -27.510 -34.441 -10.089
H -30.850 -33.981 -11.538
H -31.798 -33.443 -10.058
H -30.612 -32.467 -10.755
H -26.908 -34.037 -8.050
H -26.976 -34.153 -6.278
H -26.928 -32.600 -7.125
C -24.632 -33.462 -1.544
C -24.419 -32.392 -2.596
C -24.990 -31.115 -1.891
C -24.602 -29.831 -2.701
C -23.056 -29.781 -2.861
C -22.477 -30.998 -3.556
N -22.966 -32.270 -2.908
O -22.273 -33.434 -3.356
C -22.772 -30.812 -5.060
C -20.936 -30.934 -3.399
C -25.281 -32.652 -3.813
H -25.690 -33.706 -1.456
H -24.247 -33.224 -0.552
H -24.076 -34.362 -1.816
H -26.075 -31.147 -1.802
H -24.524 -30.992 -0.912
H -24.954 -28.947 -2.169
H -25.165 -29.924 -3.631
H -22.601 -29.638 -1.877
H -22.700 -28.850 -3.306
H -22.528 -31.673 -5.681
H -23.842 -30.608 -5.082
H -22.236 -29.915 -5.364
H -20.379 -31.652 -4.001
H -20.557 -29.953 -3.693
H -20.587 -31.126 -2.383
H -24.994 -33.603 -4.266
H -25.291 -31.901 -4.601
H -26.309 -32.731 -3.455
Cl -17.405 -33.838 -14.054
C -19.088 -34.143 -13.536
C -19.665 -33.019 -12.674
Cl -20.095 -31.581 -13.608
H -19.126 -35.096 -13.009
H -19.731 -34.287 -14.403
H -19.062 -32.736 -11.810
H -20.549 -33.346 -12.127
C -23.503 -33.854 -12.922
Cl -23.627 -33.896 -14.694
Cl -22.522 -35.136 -12.134
Cl -25.164 -33.915 -12.261
H -23.091 -32.905 -12.589
C -23.148 -31.567 -8.647
Cl -22.111 -31.991 -10.078
Cl -24.843 -32.064 -8.914
Cl -23.099 -29.846 -8.210
H -22.766 -32.231 -7.876
C -23.279 -26.594 -6.943
Cl -21.520 -26.912 -6.893
Cl -23.605 -24.906 -7.220
Cl -24.036 -27.053 -5.382
H -23.618 -27.173 -7.798
*
```